(1)
{"formula": "C19H30BBrCl2IN6O3", "method": "wB97M-V/def2-TZVPD", "symbols": ["C", "C", "Cl", "C", "Cl", "C", "C", "B", "O", "O", "C", "I", "C", "N", "C", "C", "O", "Br", "H", "H", "H", "H", "H", "H", "H", "H", "H", "H", "H", "H", "H", "H", "H", "C", "C", "N", "H", "H", "H", "C", "C", "N", "H", "H", "H", "C", "C", "N", "H", "H", "H", "C", "C", "N", "H", "H", "H", "C", "C", "N", "H", "H", "H"], "xyz": [[-2.7363, 0.7796, -0.0820], [-3.3500, -0.1321, -1.0956], [-4.0079, 0.8273, -2.4317], [-2.4212, -1.1844, -1.7111], [-3.2691, -2.7541, -1.8421], [-1.0945, -1.4800, -1.0915], [-0.0680, -2.1356, -1.9720], [0.4268, -1.2586, -3.2035], [-0.1047, -0.0239, -3.3976], [1.3120, -1.7452, -4.0958], [1.0575, -2.4346, -0.9340], [2.6103, -0.9757, -0.8026], [0.3636, -2.4794, 0.4180], [-1.0933, -2.4910, 0.0483], [-2.1391, -2.5145, 1.1181], [-1.5161, -2.4120, 2.4887], [-0.9328, -3.3805, 3.0639], [-1.6878, -0.6959, 3.3119], [-1.7782, 1.1500, -0.3827], [-3.3676, 1.6394, 0.0344], [-2.6479, 0.3114, 0.8827], [-4.1891, -0.6383, -0.6596], [-2.2400, -0.8842, -2.7207], [-0.5653, -0.6124, -0.7363], [-0.3812, -3.1156, -2.3100], [-0.1856, 0.1740, -4.3332], [1.5007, -2.6795, -4.0198], [1.5657, -3.3632, -1.0993], [0.6094, -3.3411, 1.0092], [0.5777, -1.6264, 1.0361], [-1.1923, -3.3821, -0.4301], [-2.6279, -3.4682, 1.0959], [-2.8800, -1.7601, 0.9489], [5.5254, 0.5982, 2.4093], [4.9666, 1.2156, 1.2262], [4.5355, 1.7011, 0.2616], [5.8296, 1.3699, 3.1132], [4.7781, -0.0444, 2.8702], [6.3902, -0.0005, 2.1322], [1.3237, 0.7495, 4.5524], [1.6535, -0.3181, 3.6232], [1.9301, -1.1713, 2.8767], [1.9805, 0.6891, 5.4166], [1.4565, 1.7229, 4.0887], [0.2924, 0.6373, 4.8798], [3.4298, 4.8637, 2.6040], [3.3763, 4.0697, 3.8120], [3.3064, 3.4557, 4.7978], [2.5896, 4.6457, 1.9504], [3.4105, 5.9200, 2.8701], [4.3487, 4.6419, 2.0735], [1.4769, 7.3964, -0.5420], [1.3226, 6.0024, -0.1864], [1.2051, 4.8814, 0.0940], [2.5017, 7.5828, -0.8545], [0.8024, 7.6414, -1.3592], [1.2423, 8.0223, 0.3160], [-5.6739, -4.3139, -4.5792], [-5.2788, -5.4469, -5.3900], [-4.9536, -6.3486, -6.0446], [-4.8584, -4.0474, -3.9116], [-5.9057, -3.4633, -5.2160], [-6.5520, -4.5659, -3.9890]], "atomic_forces_ev_per_a": [[0.022, 0.254, 0.059], [0.153, -0.174, -0.075], [-0.310, 0.220, -0.394], [-0.417, -0.323, 0.178], [-0.433, -0.423, -0.264], [0.275, -0.344, 0.103], [1.337, 0.178, 0.269], [0.006, -0.159, -0.048], [-0.645, -0.164, 0.263], [-0.058, -0.073, -0.428], [0.167, 0.371, 0.117], [0.116, 0.280, -0.180], [0.003, -0.158, 0.313], [0.097, -0.248, -0.018], [0.551, 0.099, 0.360], [2.704, -3.883, 3.170], [-2.820, 4.597, -2.878], [-0.073, -0.397, -0.041], [0.658, 0.238, -0.247], [-0.371, 0.388, 0.172], [0.125, -0.222, 0.391], [-0.515, -0.211, 0.194], [0.295, 0.173, -0.505], [-0.344, 0.745, 0.481], [-0.527, -0.270, -0.402], [0.395, 0.478, -0.230], [0.262, -0.229, -0.010], [0.159, -0.414, -0.362], [0.011, -0.506, 0.187], [-0.132, 0.464, 0.224], [-0.374, -0.120, -0.176], [-0.210, -0.565, -0.177], [-0.160, 0.438, -0.100], [0.075, -0.090, 0.214], [-0.722, 0.839, -1.768], [0.542, -0.754, 1.435], [0.009, -0.026, 0.078], [-0.015, -0.026, 0.056], [0.040, -0.013, 0.027], [0.005, -0.029, 0.122], [0.629, -1.548, -1.462], [-0.579, 1.578, 1.389], [0.028, 0.064, 0.054], [0.058, 0.021, -0.044], [0.026, 0.010, 0.066], [0.086, 0.209, -0.117], [-0.289, -1.065, 1.838], [0.141, 0.814, -1.602], [-0.038, -0.091, 0.024], [0.031, 0.007, -0.019], [0.141, 0.020, -0.151], [0.023, 0.240, -0.064], [-0.226, -1.991, 0.431], [0.103, 1.635, -0.386], [0.022, 0.043, -0.024], [-0.004, 0.048, -0.024], [-0.006, 0.054, 0.003], [-0.086, 0.162, 0.135], [0.550, -1.564, -1.187], [-0.441, 1.294, 0.974], [0.000, 0.065, 0.040], [-0.016, 0.039, -0.005], [-0.033, 0.012, 0.022]], "molar_mass_g_mol": 679.014, "gap_ev": 8.65, "charge": 1}

(2)
{"formula": "C3H5O2S2", "method": "wB97M-V/def2-TZVPD", "symbols": ["C", "C", "C", "O", "O", "S", "S", "H", "H", "H", "H", "H"], "xyz": [[-1.5288, 0.8974, -0.7575], [0.3575, -1.3079, 0.6243], [0.5428, 0.0968, 0.0379], [-1.9036, 1.5969, 0.1158], [-1.4885, 0.3800, -1.8020], [1.0096, 1.1440, 1.4681], [1.7296, 0.2056, -1.2479], [-0.2560, -1.1632, 1.5215], [1.3465, -1.8266, 0.5375], [-0.1936, -1.9162, -0.0102], [-0.4115, 1.2507, 1.7248], [0.7960, 0.6425, -2.2124]], "atomic_forces_ev_per_a": [[2.224, 0.082, 1.570], [1.199, 1.109, -0.703], [-0.668, 0.267, 1.054], [-0.769, 0.086, 0.087], [-0.892, -0.483, -1.663], [-2.395, 0.301, 0.006], [-0.971, 0.444, -1.455], [0.959, -0.721, 0.329], [-0.448, 0.104, 1.579], [-1.578, -1.033, -1.612], [2.143, 0.343, 0.148], [1.195, -0.499, 0.660]], "molar_mass_g_mol": 137.205, "relative_energy_kj_mol": 186.30, "gap_ev": 6.17, "charge": -1}

(3)
{"formula": "C7H9N", "method": "wB97M-V/def2-TZVPD", "symbols": ["C", "N", "C", "C", "C", "C", "C", "C", "H", "H", "H", "H", "H", "H", "H", "H", "H"], "xyz": [[2.6575, -0.3240, 0.0863], [1.6180, 0.6477, -0.1863], [0.3523, 0.2921, -0.0358], [-0.6890, 1.3152, -0.0409], [-1.9994, 0.9939, 0.0853], [-2.5304, -0.3723, 0.0388], [-1.4690, -1.3269, -0.0499], [-0.1578, -1.0282, -0.0900], [3.4354, 0.1479, 0.2338], [2.5852, -0.8698, 1.2071], [2.5332, -0.9960, -0.7042], [1.7232, 1.5930, -0.1643], [-0.5688, 2.5875, -0.0077], [-2.8875, 1.8138, -0.0330], [-3.5529, -0.3343, 0.0027], [-1.7549, -2.4161, -0.0848], [0.7048, -1.7233, -0.2571]], "atomic_forces_ev_per_a": [[-7.939, -3.516, 2.661], [0.641, -2.675, 0.634], [-4.977, 1.056, -0.773], [1.309, 3.198, 0.920], [-4.297, -0.635, -1.290], [5.983, 2.617, 0.174], [-4.465, -1.779, 0.179], [4.192, 1.146, -0.081], [8.290, 4.289, 0.262], [-0.550, 1.030, -2.869], [1.059, -1.556, -0.851], [1.150, 2.825, 0.329], [0.564, -3.913, -0.247], [2.600, -1.694, 0.627], [-2.298, -1.372, 0.021], [0.367, 1.166, -0.090], [-1.628, -0.187, 0.392]], "molar_mass_g_mol": 107.156, "smiles": "CNc1ccccc1", "relative_energy_kj_mol": 318.69, "gap_ev": 8.49, "charge": 0}

(4)
{"formula": "C22H35BrO2P2V", "method": "wB97M-V/def2-TZVPD", "symbols": ["P", "P", "C", "C", "H", "H", "H", "H", "C", "H", "H", "H", "C", "H", "H", "H", "C", "H", "H", "H", "C", "H", "H", "H", "V", "C", "C", "C", "C", "C", "C", "C", "C", "C", "H", "H", "H", "H", "H", "H", "H", "H", "H", "H", "H", "H", "H", "H", "H", "Br", "C", "C", "C", "C", "C", "C", "C", "O", "O", "H", "H", "H", "H"], "xyz": [[-0.1598, -2.2530, -2.6092], [0.2866, 1.7843, -2.4964], [-0.4773, -0.8329, -3.7274], [0.4560, 0.4171, -3.7361], [-1.5384, -0.5455, -3.6502], [-0.3804, -1.2916, -4.7265], [1.5189, 0.1240, -3.7857], [0.2568, 0.9404, -4.6862], [-1.2820, 2.5646, -2.9117], [-1.5729, 3.2875, -2.1372], [-2.0878, 1.8275, -3.0335], [-1.1465, 3.0959, -3.8605], [1.5865, 2.9243, -3.0378], [1.2510, 3.4589, -3.9327], [2.5053, 2.3745, -3.2751], [1.8090, 3.6571, -2.2542], [-1.3197, -3.5365, -3.1066], [-1.3632, -4.3228, -2.3426], [-0.9781, -3.9790, -4.0489], [-2.3229, -3.1153, -3.2436], [1.4905, -2.8609, -3.0164], [2.2103, -2.0519, -3.1994], [1.4072, -3.4642, -3.9282], [1.8775, -3.4988, -2.2113], [-0.5245, -0.6522, 1.5397], [0.5483, 1.8090, -0.7232], [-0.7196, 1.2204, -0.1228], [-1.4805, 0.1340, -0.8039], [-1.5602, -1.3782, -0.4114], [-0.3091, -2.2021, -0.8508], [0.9517, -1.6074, -0.2382], [1.6707, -0.5048, -0.8780], [1.7602, 0.9283, -0.2814], [-0.2098, -2.6888, 2.0933], [0.6839, 2.8550, -0.4075], [-1.3323, 1.9192, 0.4615], [-1.1085, 0.1001, -1.8396], [-2.5247, 0.4857, -0.9537], [-1.8241, -1.5603, 0.6629], [-2.4560, -1.7759, -0.9217], [-0.4444, -3.2535, -0.5495], [1.5339, -2.3042, 0.3735], [1.1994, -0.3872, -1.8632], [2.7042, -0.8437, -1.1017], [1.8086, 0.9036, 0.8186], [2.6925, 1.3939, -0.6435], [0.7601, -2.5520, 2.6028], [-0.1786, -3.5279, 1.3892], [-1.0347, -2.7798, 2.8239], [1.2611, 3.1265, 3.5291], [0.4927, 2.3161, 5.0522], [0.6057, 2.8934, 6.3222], [-0.0776, 2.3213, 7.4114], [-0.8943, 1.2040, 7.2294], [-1.0022, 0.6103, 5.9748], [-0.2558, 1.1357, 4.9191], [-0.2824, 0.4852, 3.5970], [-1.4393, 0.2343, 3.0488], [0.7982, 0.1624, 2.9971], [1.2190, 3.7744, 6.4497], [0.0310, 2.7712, 8.3986], [-1.4543, 0.7851, 8.0693], [-1.6350, -0.2547, 5.7834]], "atomic_forces_ev_per_a": [[0.499, -0.719, -0.215], [0.510, 0.875, -0.481], [0.005, 0.316, -0.520], [-0.001, -0.336, -0.446], [0.370, -0.100, 0.090], [0.027, 0.091, 0.147], [-0.452, 0.106, 0.144], [-0.003, -0.068, 0.122], [-0.282, 0.248, -0.156], [0.149, -0.332, -0.130], [0.270, 0.195, 0.183], [-0.079, -0.089, 0.084], [0.094, 0.217, -0.830], [0.252, -0.016, 0.007], [-0.166, 0.116, 0.092], [-0.142, -0.265, -0.151], [-0.236, -0.160, -0.875], [0.092, 0.320, -0.163], [-0.289, -0.017, 0.047], [0.166, -0.132, 0.038], [0.139, -0.252, -0.440], [-0.264, -0.171, 0.212], [0.086, 0.119, 0.054], [-0.242, 0.312, -0.033], [2.554, -0.288, -2.643], [-0.885, -2.789, 2.294], [-0.345, 0.261, 1.929], [-0.773, 0.675, -0.975], [-0.353, -0.071, -1.116], [0.334, 1.944, 2.025], [-0.937, -0.562, 1.804], [0.797, 0.112, -0.706], [0.382, 0.463, -0.697], [-0.594, 0.344, 1.110], [-0.090, -0.171, -0.407], [0.167, -0.087, -0.502], [-0.057, -0.136, -0.161], [0.117, -0.395, 0.230], [-0.284, -0.557, -0.388], [-0.061, 0.130, 0.209], [0.124, 0.317, -0.209], [-0.132, 0.185, -0.484], [0.359, 0.192, -0.052], [-0.010, 0.405, -0.033], [-0.229, 0.068, -0.383], [0.109, -0.116, 0.032], [-0.293, -0.441, 0.005], [-0.043, -0.038, 0.294], [0.406, -0.736, 0.136], [0.164, 0.270, 0.218], [-0.455, -0.612, 1.273], [-0.310, -0.372, -0.139], [0.219, 0.101, -0.503], [-0.110, -0.043, 0.122], [0.488, 0.428, 0.014], [0.130, 0.634, -0.225], [-0.860, -0.872, -1.547], [1.198, 0.839, 2.117], [-1.529, 0.343, 0.902], [-0.056, 0.058, 0.066], [-0.056, -0.116, -0.265], [0.219, 0.190, -0.227], [0.192, 0.180, 0.100]], "molar_mass_g_mol": 524.316, "relative_energy_kj_mol": 0.00, "s_squared": 3.7660, "multiplicity": 4, "gap_ev": [4.14, 4.92], "charge": 0}